Entry 1:
DFT (the ωB97M-V functional and the def2-TZVPD basis) results for a 2-piece molecular cluster, C3H6N2O overall at a distorted geometry.

The geometry in ORCA input format:
```
! wB97M-V def2-TZVPD RIJCOSX def2/J DEFGRID3
* xyz 0 1
H -2.0548 0.2138 -1.2317
C 0.9988 0.8979 -0.4734
N -1.1341 1.6394 -0.2240
C -1.0748 0.3808 -0.7374
H 0.6536 2.9410 0.1834
O 0.6225 -3.3177 1.2724
C 0.2340 1.9880 -0.0309
N 0.2025 -0.1144 -0.8236
H 0.0109 -3.8156 1.8362
H 1.0918 -4.0524 0.8552
H 2.0739 0.7364 -0.1169
H -1.6244 2.5028 -0.5092
*
```

Values from the calculation:
- Energy relative to the best compared isomer or geometry (same formula, charge and spin): 53.1 kcal/mol
- HOMO level: -0.3131 hartree
- Gap between HOMO and LUMO: 9.5 eV
- SMILES: c1c[nH]cn1.O
- LUMO level: 0.98 eV

Entry 2:
DFT (the ωB97M-V functional and the def2-TZVPD basis) results for a 2-piece molecular cluster, C3H6N2O overall at a distorted geometry.

The geometry in ORCA input format:
```
! wB97M-V def2-TZVPD RIJCOSX def2/J DEFGRID3
* xyz 0 1
N 0.3543 2.2996 1.1588
H 1.7077 -0.1009 -0.3135
H -2.5936 -0.6369 0.5993
O -0.0951 -0.9910 0.2095
C 1.1914 -1.0666 -0.3621
H 1.2023 2.8508 1.1487
C -0.5238 1.5533 1.1498
N -2.3241 -0.4537 -0.3651
H 1.1364 -1.3830 -1.4079
H -0.7350 0.0220 -1.5117
H 1.7619 -1.7954 0.2168
C -1.0824 -0.2981 -0.5226
*
```

Values from the calculation:
- Energy relative to the best compared isomer or geometry (same formula, charge and spin): 83.3 kcal/mol
- HOMO level: -0.3499 hartree
- Gap between HOMO and LUMO: 10.4 eV
- LUMO level: 0.86 eV

Entry 3:
DFT (the ωB97M-V functional and the def2-TZVPD basis) results for one molecule with the formula C3H6N2O.

The geometry in ORCA input format:
```
! wB97M-V def2-TZVPD RIJCOSX def2/J DEFGRID3
* xyz 0 1
H 1.8634 -1.7581 -0.1261
H 0.1936 2.2010 -1.5563
H 0.2565 -2.4867 0.0701
C 0.9174 -1.6897 0.4267
H 1.1229 -1.8654 1.4873
N -0.0162 1.5520 -0.8088
N 0.3067 -0.3975 0.2384
H 1.6634 0.3103 -1.1991
C 0.7428 0.4752 -0.6281
C -1.4954 1.2486 -0.2361
H -0.8355 0.0143 0.3480
O -2.3120 2.0818 -0.4638
*
```

Values from the calculation:
- Energy relative to the best compared isomer or geometry (same formula, charge and spin): 67.1 kcal/mol
- HOMO level: -0.2935 hartree
- Gap between HOMO and LUMO: 8.8 eV
- LUMO level: 0.77 eV

Entry 4:
DFT (the ωB97M-V functional and the def2-TZVPD basis) results for one molecule with the formula C3H6N2O at a distorted geometry.

The geometry in ORCA input format:
```
! wB97M-V def2-TZVPD RIJCOSX def2/J DEFGRID3
* xyz 0 1
H 0.7984 1.3909 0.6825
N 2.3077 0.5594 -1.9665
H -1.0275 1.0138 -0.7704
H 0.4927 -1.0135 1.4219
H -0.4743 -0.5863 -1.2455
C -0.5861 0.0829 -0.3880
C 0.8220 0.4045 0.1916
H -1.9701 -1.2972 0.2379
N -1.3864 -0.5707 0.6346
C 1.7227 0.4985 -0.9718
H -1.9897 0.0943 1.1034
O 1.2907 -0.5765 1.0704
*
```

Values from the calculation:
- Energy relative to the best compared isomer or geometry (same formula, charge and spin): 32.7 kcal/mol
- HOMO level: -0.3878 hartree
- Gap between HOMO and LUMO: 11.1 eV
- SMILES: N#C[C@H](O)CN
- LUMO level: 0.57 eV

Entry 5:
DFT (the ωB97M-V functional and the def2-TZVPD basis) results for one molecule with the formula C3H6N2O at a distorted geometry.

The geometry in ORCA input format:
```
! wB97M-V def2-TZVPD RIJCOSX def2/J DEFGRID3
* xyz 0 1
C -0.7951 -0.4933 -0.7576
H 0.4726 1.7283 -0.0033
H 0.9978 1.1974 1.4651
H -0.8799 -1.5573 -1.0155
H 0.3799 -1.0079 0.9990
O -2.0359 -0.1820 0.2363
H -1.7149 0.2894 -0.9466
H -1.6073 0.5339 0.7541
N 0.3184 1.0411 0.7297
C 0.4254 -0.2945 0.1542
N 2.7278 -0.7088 -1.0722
C 1.7113 -0.5463 -0.5432
*
```

Values from the calculation:
- Energy relative to the best compared isomer or geometry (same formula, charge and spin): 102.5 kcal/mol
- HOMO level: -0.3508 hartree
- Gap between HOMO and LUMO: 10.2 eV
- SMILES: N#C[C@@H](N)CO
- LUMO level: 0.69 eV

Entry 6:
DFT (the ωB97M-V functional and the def2-TZVPD basis) results for a 2-piece molecular cluster, C3H6N2O2 overall at a distorted geometry.

The geometry in ORCA input format:
```
! wB97M-V def2-TZVPD RIJCOSX def2/J DEFGRID3
* xyz 0 1
N -0.2952 -1.1887 0.1755
C -0.7155 -0.8694 1.3895
H -2.4770 1.4670 0.3470
O -2.0679 1.2078 -0.5026
H 1.6492 0.7324 -1.4513
O 1.0358 0.2519 1.1053
C 0.7976 -0.5227 0.0375
H -1.5920 -1.2014 1.8462
C 1.7149 -0.2654 -1.1161
H -2.2788 1.9061 -1.1585
N 0.0518 0.0169 1.9811
H 1.4952 -0.9327 -1.8708
H 2.6818 -0.6018 -0.7827
*
```

Values from the calculation:
- Energy relative to the best compared isomer or geometry (same formula, charge and spin): 63.6 kcal/mol
- HOMO level: -0.3730 hartree
- Gap between HOMO and LUMO: 10.9 eV
- SMILES: Cc1ncno1.O
- LUMO level: 0.75 eV

Entry 7:
DFT (the ωB97M-V functional and the def2-TZVPD basis) results for one molecule with the formula C3H6N2O2.

The geometry in ORCA input format:
```
! wB97M-V def2-TZVPD RIJCOSX def2/J DEFGRID3
* xyz 0 1
O 1.7437 -0.0866 -0.4700
C -0.1375 -0.2607 1.0470
N -1.9121 -1.6346 -1.5743
H 1.8552 2.3106 0.2129
H 0.2904 -0.7072 1.9511
H -0.9120 0.4523 1.3652
C 0.9973 0.4673 0.3158
H -0.0534 -0.6447 -1.4929
H 0.4871 2.2502 1.2761
H -1.8365 -1.4640 -2.5756
O -0.7332 -1.3145 0.3280
C -0.8913 -1.1526 -1.0129
N 1.1022 1.7844 0.6296
*
```

Values from the calculation:
- Energy relative to the best compared isomer or geometry (same formula, charge and spin): 39.8 kcal/mol
- HOMO level: -0.3680 hartree
- Gap between HOMO and LUMO: 10.6 eV
- SMILES: [H]/N=C/OCC(N)=O
- LUMO level: 0.60 eV

Entry 8:
DFT (the ωB97M-V functional and the def2-TZVPD basis) results for C3H6N2O2 as an isolated structure at a distorted geometry.

The geometry in ORCA input format:
```
! wB97M-V def2-TZVPD RIJCOSX def2/J DEFGRID3
* xyz 0 1
H -1.8965 1.1759 -0.2109
H -1.5734 -0.3982 0.4544
O 0.7714 1.8101 -0.7172
O -0.3280 0.2867 -1.9743
N 0.4622 -1.8953 1.6612
H -0.0096 0.8791 -2.6737
H 0.2224 -1.7145 2.6190
C 0.8180 -1.1020 0.8283
C -1.1518 0.6033 0.3464
H -0.9502 1.0856 1.2971
C 0.1366 0.7743 -0.7803
H 2.2154 -0.8324 -0.6069
N 1.2836 -0.6725 -0.2433
*
```

Values from the calculation:
- Energy relative to the best compared isomer or geometry (same formula, charge and spin): 84.2 kcal/mol
- HOMO level: -0.3383 hartree
- Gap between HOMO and LUMO: 9.6 eV
- LUMO level: 0.39 eV

Entry 9:
DFT (the ωB97M-V functional and the def2-TZVPD basis) results for a 2-piece molecular cluster, C3H6N2O2 overall.

The geometry in ORCA input format:
```
! wB97M-V def2-TZVPD RIJCOSX def2/J DEFGRID3
* xyz 0 1
H -0.0349 -0.9441 2.2718
H 2.7192 0.9439 0.1767
H -1.3038 -1.0464 -2.4006
O -1.5424 1.0213 0.9336
N 0.6581 1.3833 0.2210
O 1.5778 -0.5222 1.0322
C 1.6966 0.6695 0.4336
H -1.8911 0.1449 -1.4571
H -0.1652 -1.5060 0.5544
C -0.4126 0.6347 0.7914
H -0.4191 0.3064 -2.0963
N -1.0513 -0.3738 -1.6862
C 0.1689 -0.7116 1.2256
*
```

Values from the calculation:
- Energy relative to the best compared isomer or geometry (same formula, charge and spin): 37.2 kcal/mol
- HOMO level: -0.3689 hartree
- Gap between HOMO and LUMO: 10.7 eV
- SMILES: O=C1COC=N1.N
- LUMO level: 0.65 eV

Entry 10:
DFT (the ωB97M-V functional and the def2-TZVPD basis) results for a 2-piece molecular cluster, C3H6N2O2 overall at a distorted geometry.

The geometry in ORCA input format:
```
! wB97M-V def2-TZVPD RIJCOSX def2/J DEFGRID3
* xyz 0 1
H 2.4463 -0.7581 0.6753
C 0.0551 0.3074 -0.2437
N -3.5322 -0.0722 0.2952
C 2.3524 0.3102 0.5913
O -0.9380 0.9725 -0.0526
C 1.3719 0.8911 -0.0456
H 1.1982 1.8908 0.0225
H 3.2800 0.8651 0.5236
N -0.0174 -0.9441 -0.7716
O -3.1756 -1.1912 -0.0366
H -2.7341 0.5742 0.3514
H -1.0279 -1.2550 -0.8169
H 0.7213 -1.5906 -0.4925
*
```

Values from the calculation:
- Energy relative to the best compared isomer or geometry (same formula, charge and spin): 114.1 kcal/mol
- HOMO level: -0.3339 hartree
- Gap between HOMO and LUMO: 9.1 eV
- SMILES: C=CC(N)=O.N=O
- LUMO level: 0.01 eV